Record 1
{
  "formula": "C2H6NO",
  "method": "ωB97M-V/def2-TZVPD",
  "symbols": ["C", "N", "C", "O", "H", "H", "H", "H", "H", "H"],
  "xyz": [[0.485493, -1.166314, -0.108628], [0.599626, 0.292213, -0.209937], [-0.711782, 1.054536, 0.044992], [-1.036286, 1.282987, 1.272510], [1.453115, -1.577039, -0.398712], [0.256852, -1.475271, 0.930595], [-0.357206, -1.452655, -0.735927], [1.273841, 0.631725, 0.465795], [-0.544796, 1.954291, -0.667105], [-1.418856, 0.455526, -0.593583]],
  "forces_ev_per_a": [[0.0, 1.3, 1.1], [-0.2, -0.1, -0.5], [0.9, 0.2, -1.8], [-0.2, 0.1, 0.8], [-0.2, -0.5, -0.2], [0.0, -0.2, -0.2], [0.3, -0.4, -0.2], [-0.1, 0.0, 0.2], [-0.1, -0.1, 0.8], [-0.3, -0.3, 0.2]],
  "e_lumo_ha": 0.1725,
  "orbital_gap_ev": 6.90,
  "total_charge": -1,
  "relative_energy_kcal_mol": 7.02,
  "homo_ev": -2.20
}

***

Record 2
{
  "formula": "ClH2O2PS",
  "method": "ωB97M-V/def2-TZVPD",
  "symbols": ["O", "P", "O", "S", "Cl", "H", "H"],
  "xyz": [[0.931763, -0.143146, 0.883361], [-0.382331, -0.130997, -0.036365], [0.258303, 0.080329, -1.478674], [-1.669226, -1.559033, 0.248774], [-1.081067, 1.901587, 0.133763], [0.770514, 0.086974, 1.737790], [1.172042, -0.235712, -1.488649]],
  "forces_ev_per_a": [[0.4, -0.8, -4.2], [-1.2, 0.7, 0.0], [0.2, -0.6, 0.3], [1.0, 1.3, -0.2], [0.3, -1.7, 0.2], [-0.7, 0.9, 4.1], [0.1, 0.0, -0.2]],
  "e_lumo_ha": 0.0054,
  "orbital_gap_ev": 9.92,
  "relative_energy_kcal_mol": 4.08,
  "homo_ev": -9.78
}

***

Record 3
{
  "formula": "C23H27NO7",
  "method": "ωB97M-V/def2-TZVPD",
  "symbols": ["O", "C", "C", "C", "C", "C", "C", "O", "C", "C", "C", "C", "C", "C", "C", "O", "C", "C", "O", "C", "C", "C", "C", "O", "O", "N", "C", "C", "O", "C", "C", "H", "H", "H", "H", "H", "H", "H", "H", "H", "H", "H", "H", "H", "H", "H", "H", "H", "H", "H", "H", "H", "H", "H", "H", "H", "H", "H"],
  "xyz": [[-0.354614, -3.782326, 3.271026], [-0.244587, -2.592487, 3.034155], [0.343565, -2.119714, 1.735918], [-0.038271, -2.666546, 0.582620], [0.547915, -2.221070, -0.724384], [-0.333450, -1.208508, -1.430464], [-1.559698, -0.912444, -0.955277], [-2.428155, -0.049311, -1.488147], [-2.076736, 0.590362, -2.628973], [-3.006242, 1.467780, -3.189932], [-2.696147, 2.132172, -4.354899], [-1.465229, 1.929652, -4.975249], [-0.546034, 1.068762, -4.423408], [-0.832060, 0.385854, -3.234750], [0.149809, -0.524304, -2.629287], [1.275204, -0.668804, -3.099346], [1.936480, -1.651921, -0.414744], [1.805512, -0.590274, 0.674658], [0.957274, 0.440582, 0.251982], [1.362296, 1.784184, 0.461467], [1.808927, 2.443231, -0.845842], [3.129982, 1.885074, -1.370922], [3.398591, 2.321556, -2.812935], [2.403344, 1.901618, -3.705305], [1.304153, -1.152326, 1.873255], [-0.636447, -1.637402, 3.906564], [-0.843865, -0.237266, 3.613952], [-2.348375, 0.064509, 3.674084], [-2.895955, -0.290291, 4.920782], [-2.706524, -1.663408, 5.187440], [-1.219490, -2.027896, 5.175845], [-0.782017, -3.445562, 0.594927], [0.666656, -3.079160, -1.396226], [-1.958084, -1.364449, -0.057475], [-3.954598, 1.603549, -2.694357], [-3.414133, 2.810548, -4.790282], [-1.232497, 2.451613, -5.890129], [0.412432, 0.908383, -4.889644], [2.579201, -2.450099, -0.040036], [2.379921, -1.222902, -1.309522], [2.792583, -0.192911, 0.954591], [0.486250, 2.312117, 0.855269], [2.161997, 1.830258, 1.210065], [1.034344, 2.277810, -1.597495], [1.899317, 3.518494, -0.682354], [3.958459, 2.207482, -0.736805], [3.089998, 0.794641, -1.353684], [3.421254, 3.413182, -2.881929], [4.382206, 1.935350, -3.124628], [2.222121, 0.955810, -3.556730], [-0.454758, 0.020811, 2.632479], [-0.325762, 0.358288, 4.374203], [-2.530792, 1.133518, 3.552606], [-2.860477, -0.485946, 2.868352], [-3.143357, -1.846147, 6.169964], [-3.234595, -2.268333, 4.434705], [-1.084637, -3.103243, 5.295780], [-0.702203, -1.492142, 5.978474]],
  "forces_ev_per_a": [[0.0, -0.2, -0.1], [0.1, 0.0, 0.0], [0.1, -0.2, -0.3], [0.1, 0.1, 0.0], [0.2, 0.2, 0.0], [-0.3, -0.1, -0.2], [0.5, -0.5, -0.1], [-0.3, 0.2, 0.0], [0.4, 0.3, -0.6], [0.0, -0.1, 0.2], [0.0, -0.1, 0.2], [0.2, 0.0, -0.1], [-0.1, 0.0, 0.1], [-0.3, 0.1, 0.1], [-0.4, 0.1, 0.2], [0.1, -0.1, -0.1], [-0.1, 0.3, 0.2], [0.6, 0.1, -0.3], [0.2, -0.2, -0.1], [0.0, 0.5, -0.1], [0.1, -0.4, 0.3], [-0.3, 0.3, -0.3], [0.5, 0.0, 0.3], [-0.3, -0.3, -0.2], [-0.2, -0.3, 0.3], [0.0, 0.1, 0.3], [-0.4, 0.3, -0.2], [0.3, 0.1, -0.1], [-0.1, 0.1, 0.1], [0.2, -0.2, 0.1], [-0.3, -0.2, 0.1], [-0.1, -0.1, 0.2], [0.0, 0.1, 0.1], [0.0, 0.1, 0.0], [-0.1, 0.0, 0.1], [-0.1, 0.1, 0.0], [0.0, 0.0, -0.1], [0.1, 0.0, 0.0], [0.0, 0.0, 0.0], [0.0, 0.0, 0.2], [-0.2, 0.0, 0.0], [0.1, 0.0, 0.0], [-0.1, 0.0, 0.0], [-0.1, 0.1, 0.0], [0.0, 0.1, 0.0], [0.1, 0.0, 0.0], [0.1, -0.1, 0.0], [0.1, 0.0, 0.0], [-0.1, 0.1, 0.0], [0.0, 0.1, -0.1], [0.0, 0.0, 0.1], [0.0, 0.0, -0.1], [0.0, -0.1, -0.1], [0.0, 0.0, 0.0], [0.0, -0.1, -0.1], [0.0, 0.0, 0.1], [0.0, 0.1, 0.1], [0.0, 0.0, 0.0]],
  "e_lumo_ha": 0.0011,
  "orbital_gap_ev": 9.03,
  "relative_energy_kcal_mol": 58.13,
  "homo_ev": -9.01
}

***

Record 4
{
  "formula": "C3H5NO",
  "method": "ωB97M-V/def2-TZVPD",
  "symbols": ["O", "C", "N", "C", "C", "H", "H", "H", "H", "H"],
  "xyz": [[-2.715172, 0.068093, -0.343224], [-1.534373, -0.196680, 0.105396], [-0.397527, -0.090608, -0.564862], [0.959971, -0.621195, -0.108632], [0.657467, 0.834123, -0.081024], [-1.557439, -0.266237, 1.264209], [1.045488, -1.324975, 0.696976], [1.689166, -1.125625, -1.050225], [0.469840, 1.311462, 0.854766], [1.382581, 1.411642, -0.773380]],
  "forces_ev_per_a": [[5.3, -1.4, 1.0], [-7.4, 2.1, 2.3], [4.0, 0.0, -2.8], [0.6, -1.3, -3.0], [2.1, -0.6, -1.0], [0.6, -0.6, -1.3], [-0.4, 0.3, 0.8], [-2.5, 1.9, 2.6], [-0.1, 0.2, 0.6], [-2.2, -0.6, 0.7]],
  "e_lumo_ha": 0.0228,
  "orbital_gap_ev": 10.50,
  "relative_energy_kcal_mol": 75.86,
  "homo_ev": -9.88
}

***

Record 5
{
  "formula": "C6H9NO",
  "method": "ωB97M-V/def2-TZVPD",
  "symbols": ["O", "C", "C", "C", "C", "N", "C", "C", "H", "H", "H", "H", "H", "H", "H", "H", "H"],
  "xyz": [[-1.560710, 1.127483, 1.378517], [-0.533757, 0.875037, 0.459446], [0.522159, -0.174175, 0.884271], [-0.644965, -1.213934, 0.712390], [-1.001907, -0.310231, -0.500502], [0.139962, -0.602251, -1.376574], [1.133140, 0.451698, -1.614546], [1.284607, -0.444762, -0.434639], [-1.191925, 1.750630, 1.999224], [-0.148186, 1.819882, 0.017323], [1.104464, -0.118327, 1.822288], [-0.398811, -2.253861, 0.558060], [-1.369647, -1.131391, 1.523643], [-1.988171, -0.375114, -0.992915], [0.847955, 1.495682, -1.465892], [1.741969, 0.287891, -2.515594], [2.063826, -1.184258, -0.454500]],
  "forces_ev_per_a": [[0.1, 0.2, 0.1], [0.0, -0.2, -1.3], [0.1, -0.3, 0.0], [-0.1, 0.3, 0.5], [0.3, 0.4, 0.8], [0.6, -0.4, -0.7], [-0.3, 0.6, 0.0], [-0.7, 0.3, 0.1], [-0.1, 0.3, 0.5], [-0.4, -0.5, 0.3], [-0.3, 0.2, -0.5], [0.2, -0.2, -0.4], [0.1, 0.0, -0.1], [0.6, 0.3, 0.2], [0.2, -0.4, -0.2], [-0.2, 0.0, 0.6], [0.1, -0.4, 0.1]],
  "e_lumo_ha": 0.0314,
  "orbital_gap_ev": 9.71,
  "relative_energy_kcal_mol": 71.07,
  "homo_ev": -8.86
}

***

Record 6
{
  "formula": "H16O8",
  "method": "ωB97M-V/def2-TZVPD",
  "symbols": ["O", "H", "H", "O", "H", "H", "O", "H", "H", "O", "H", "H", "O", "H", "H", "O", "H", "H", "O", "H", "H", "O", "H", "H"],
  "xyz": [[-1.108072, 2.400440, -0.776085], [-1.378772, 1.705005, -0.152264], [-1.295875, 3.139637, -0.198362], [-2.229793, -1.222258, -1.191549], [-2.007077, -0.698418, -1.938275], [-2.906443, -1.813832, -1.500382], [1.195308, 1.994692, 1.351263], [1.998211, 1.704404, 0.972120], [0.591867, 1.421650, 0.920866], [2.035942, -0.703524, 0.506023], [2.185555, -1.607596, 0.642840], [1.705276, -0.378843, -0.355083], [0.781960, -0.274084, 3.238101], [0.391179, 0.574278, 3.468438], [1.271139, -0.022597, 2.484494], [-0.918133, 0.141449, 0.794211], [-1.300165, -0.445424, 0.128957], [-1.075755, -0.336527, 1.613445], [0.118943, -2.718847, -1.143291], [-0.607886, -2.151738, -1.359211], [0.849568, -2.453232, -1.718343], [0.862749, 0.540528, -1.727938], [0.133316, 1.103809, -1.465525], [0.706956, 0.101029, -2.594451]],
  "forces_ev_per_a": [[-0.6, -0.5, 0.3], [0.1, -0.4, -0.1], [0.3, 0.8, -0.2], [0.0, -0.3, 0.7], [0.2, 1.0, -1.1], [-0.6, -0.5, 0.0], [-0.2, 1.4, 1.1], [1.7, -0.3, -0.4], [-1.4, -1.0, -0.5], [0.2, 2.9, 0.3], [-0.1, -1.8, -0.6], [0.0, -1.1, 0.3], [-1.2, -0.3, 1.5], [0.0, 0.0, 0.3], [1.2, 0.1, -1.8], [-0.5, 0.0, -0.1], [0.0, -0.1, 0.0], [0.4, 0.1, 0.4], [1.2, -0.7, -0.1], [-0.7, 0.5, 0.0], [-0.2, -0.1, 0.2], [0.7, -1.2, -1.0], [-0.4, 0.6, -0.2], [-0.1, 0.9, 1.0]],
  "e_lumo_ha": -0.0093,
  "orbital_gap_ev": 10.44,
  "relative_energy_kcal_mol": 47.27,
  "homo_ev": -10.70
}